No. 1
{
  "formula": "C46H55ClMgN12O2P2",
  "method": "ωB97M-V/def2-TZVPD",
  "largest_force_ev_per_a": 2.23,
  "gap_ha": 0.2492,
  "e_homo_ha": -0.2414,
  "e_lumo_ev": 0.21,
  "symbols": ["H", "H", "C", "C", "C", "H", "N", "C", "N", "H", "C", "H", "C", "H", "C", "O", "H", "N", "H", "C", "H", "H", "C", "H", "H", "C", "H", "N", "H", "C", "H", "H", "P", "H", "H", "C", "H", "C", "C", "C", "H", "N", "C", "H", "H", "C", "H", "H", "C", "H", "H", "C", "O", "N", "H", "H", "H", "C", "N", "N", "C", "C", "C", "H", "H", "H", "C", "C", "C", "C", "C", "H", "Mg", "H", "C", "C", "H", "C", "H", "H", "H", "H", "C", "H", "C", "C", "C", "H", "C", "H", "H", "H", "H", "C", "N", "H", "H", "H", "N", "H", "P", "N", "H", "C", "H", "H", "H", "C", "C", "Cl", "C", "H", "C", "C", "C", "H", "N", "C", "C"],
  "coordinates": [[-6.187, -2.656, 0.172], [-0.282, -5.068, 3.438], [-4.966, 0.152, -5.037], [-4.467, 0.943, -2.804], [3.214, 1.294, -4.275], [-1.496, 2.940, 4.794], [-1.673, -4.277, 1.529], [-0.661, -6.742, -1.315], [1.819, -2.578, -1.726], [4.875, 1.782, 1.160], [4.896, 1.027, 1.947], [0.637, 4.133, 1.464], [0.686, -4.759, -1.673], [-1.392, 4.928, -2.009], [4.576, -0.967, 0.399], [2.618, -4.425, -0.452], [-2.127, -4.458, -3.353], [0.120, -4.132, 3.254], [6.385, 0.176, 0.700], [-2.414, 1.925, -0.765], [-4.786, 1.523, -1.931], [4.584, -0.211, -3.606], [-4.920, -2.037, 1.827], [2.458, -1.558, 0.235], [5.499, 1.392, 2.786], [-3.824, -0.631, -4.976], [4.944, -1.950, 0.123], [2.569, 0.149, 1.446], [-4.854, -1.543, -1.523], [0.366, -0.218, 3.531], [3.961, 1.998, -4.665], [4.510, -0.419, -0.547], [-2.318, 0.180, -1.278], [-1.661, 1.264, 3.026], [0.878, 4.450, -1.304], [-3.030, -0.692, 1.228], [2.738, 5.259, 1.849], [0.595, 0.152, 5.001], [2.849, -1.991, -2.422], [-1.772, 2.863, -1.565], [-3.624, 1.674, 1.007], [0.214, -0.015, -0.092], [-0.405, 1.202, 5.539], [-3.772, 4.123, 1.473], [3.667, 3.888, 1.331], [-3.271, 0.213, -2.789], [1.362, -6.517, -0.572], [-0.890, 2.687, 2.347], [1.559, 3.531, 1.495], [-1.344, 0.703, 5.742], [-2.558, -6.628, -2.338], [5.550, -0.207, 1.314], [4.005, -2.393, -2.605], [0.363, 0.971, 2.660], [-6.170, 1.547, -3.923], [-1.206, 2.516, -2.430], [-5.615, 0.126, -5.895], [3.535, 0.084, -3.674], [-0.252, -4.219, -2.453], [-0.060, -2.840, 1.165], [1.863, 1.611, -4.397], [-1.871, -3.624, 0.367], [-2.946, -0.573, -3.911], [3.812, 5.017, -0.671], [1.130, -4.288, 3.067], [-0.627, -0.683, 3.394], [0.889, 0.775, -3.861], [-1.373, -4.905, -2.687], [-3.797, -1.313, 2.201], [0.542, -6.072, -1.140], [-1.859, 4.218, -1.315], [-0.057, 1.628, 6.485], [-0.091, -1.456, -1.680], [1.080, 2.057, -1.409], [2.526, -0.708, -3.099], [-5.267, 0.927, -3.939], [0.266, 3.049, 4.662], [-0.583, 2.366, 4.542], [-5.506, -2.581, 2.564], [1.089, -0.948, 3.137], [-3.486, -1.255, 3.259], [-3.608, -1.351, -5.757], [-0.740, 1.879, 3.064], [-2.712, -3.799, -0.292], [2.764, 4.944, -0.327], [1.845, -3.899, -1.256], [1.883, 4.047, -1.240], [6.017, -0.825, 2.062], [1.811, 2.578, -0.787], [2.383, 5.969, -0.385], [1.628, 0.551, 5.107], [2.300, 4.060, -2.252], [-0.179, 1.009, -3.991], [3.439, 0.788, 2.444], [1.389, 2.382, 0.604], [-2.595, 5.706, 0.059], [3.451, 0.084, 3.288], [-0.800, -7.755, -0.930], [1.227, -0.324, -3.152], [2.994, 1.713, 2.818], [0.974, 0.750, 1.027], [-0.544, -3.775, 1.989], [1.668, 3.169, 2.532], [-4.536, -1.465, -0.481], [3.157, -1.784, 1.842], [0.560, -0.739, 5.643], [-2.115, -0.150, 1.486], [-3.418, -0.706, -0.117], [-2.565, 4.652, -0.208], [-1.540, -1.688, -4.036], [3.137, -1.113, 0.978], [1.534, 2.503, -4.963], [-3.216, 3.749, 0.602], [-1.630, -6.129, -2.101], [-3.121, 2.381, 0.342], [2.781, 2.083, -0.915], [-0.855, -2.749, 0.132], [2.760, 4.448, 1.122], [-5.297, -2.098, 0.494]],
  "atomic_forces_ev_per_a": [[0.41, 0.19, 0.30], [0.23, 0.67, 0.01], [0.47, -0.24, 0.42], [0.05, -0.20, -0.83], [-0.52, -0.10, 0.03], [0.38, -0.18, -0.05], [-0.52, -0.29, -0.14], [0.56, 0.11, -0.39], [-0.09, -0.53, -0.89], [-0.15, 0.32, 0.12], [-0.85, -0.29, -0.04], [0.09, 0.19, 0.13], [-1.12, -0.87, 0.07], [-0.11, -0.28, 0.43], [-0.72, 0.35, 0.17], [-0.41, 1.02, -0.97], [0.47, -0.05, 0.31], [-1.05, -0.48, -1.60], [-0.16, -0.31, 0.17], [-0.02, 0.07, 0.31], [0.32, -0.24, -0.33], [-0.48, -0.20, 0.12], [-0.40, -0.22, 0.11], [0.36, 0.26, 0.36], [-0.05, 0.09, -0.13], [0.26, -0.54, -0.82], [0.11, -0.20, 0.09], [-0.33, 0.55, -0.65], [0.14, 0.13, 0.24], [-0.43, 0.16, -0.66], [-0.20, -0.56, 0.19], [-0.15, 0.08, 0.02], [1.25, -0.85, 0.20], [-0.09, 0.32, 0.12], [-0.18, 0.09, 0.12], [0.16, 0.47, -0.03], [0.10, 0.25, -0.09], [0.66, 0.38, 0.29], [0.88, -1.54, 0.90], [0.23, -0.24, -0.64], [0.13, 0.30, -0.28], [0.80, 0.44, 1.11], [0.53, 0.09, -0.71], [0.25, -0.33, -0.39], [0.22, -0.16, -0.04], [-0.74, -0.16, -0.24], [-0.28, 0.33, -0.18], [0.29, 0.05, 0.11], [-0.08, -0.06, -0.21], [-0.45, -0.06, -0.05], [-0.09, -0.04, 0.14], [-0.06, 0.54, -0.60], [-1.00, -0.20, 0.31], [0.38, 0.57, -0.30], [0.26, -0.29, -0.14], [-0.05, 0.08, 0.12], [-0.06, -0.07, -0.13], [0.44, 0.13, 0.27], [-0.21, 0.26, 0.09], [0.96, -0.34, 0.99], [-0.66, 0.61, -0.64], [1.13, -0.32, 1.25], [-0.56, 0.02, 0.47], [-0.47, -0.26, -0.05], [-0.84, 0.35, -0.41], [0.04, -0.23, 0.36], [0.70, -0.30, 0.44], [-0.06, 0.01, 0.03], [0.44, -0.12, 0.50], [0.17, 0.58, 0.07], [0.23, 0.13, -0.43], [-0.01, -0.24, -0.02], [1.37, 0.86, 1.53], [0.18, -0.09, -0.11], [-1.20, 1.74, -0.43], [-0.91, 1.01, 0.57], [-0.03, -0.07, -0.31], [-0.40, -0.10, -0.53], [0.08, 0.20, -0.01], [-0.04, 0.32, 0.32], [-0.20, -0.09, -0.68], [0.01, 0.23, -0.15], [0.23, -1.06, 0.25], [0.19, 0.05, 0.27], [-0.14, 0.03, -0.16], [1.45, 0.47, 0.76], [0.74, -0.27, 0.40], [-0.07, -0.54, 0.46], [-0.24, -0.10, 0.26], [-0.03, -0.06, 0.08], [-0.49, -0.15, -0.19], [-0.13, -0.04, -0.02], [0.54, -0.23, 0.24], [-0.06, -0.50, -0.32], [-0.56, 0.06, 0.41], [-0.06, -0.12, -0.23], [0.32, 0.07, 0.35], [-0.03, 0.40, 0.00], [0.09, 0.05, -0.57], [0.10, -0.13, -0.20], [1.13, 0.03, -0.50], [0.60, 1.33, -1.60], [-0.04, 0.27, -0.43], [-0.05, 0.44, -0.25], [0.22, -0.43, 0.14], [-0.06, 0.04, -0.24], [-0.21, -0.23, -0.02], [-0.04, -0.18, 0.09], [-0.03, 0.76, 0.18], [-0.81, 0.73, 0.42], [-0.15, 0.24, -0.15], [0.30, -0.56, 0.50], [-0.06, -0.31, 0.63], [-0.24, -0.33, -0.33], [-0.48, -0.08, 0.28], [0.18, 0.04, -0.30], [-0.75, -1.16, 0.88], [-0.57, -0.75, 0.58], [-0.12, -0.38, -0.32]],
  "lowdin_charge": [0.11, 0.09, -0.07, -0.08, -0.05, 0.11, 0.12, -0.06, 0.06, 0.09, -0.18, 0.10, -0.20, 0.11, -0.16, 0.06, 0.09, 0.14, 0.11, -0.35, 0.12, 0.12, -0.09, 0.07, 0.11, -0.12, 0.10, -0.22, 0.11, -0.24, 0.12, 0.10, 1.04, 0.09, 0.08, -0.14, 0.10, -0.18, -0.46, -0.10, 0.10, -0.33, -0.20, 0.11, 0.09, -0.40, 0.12, 0.09, -0.22, 0.10, 0.10, -0.20, 0.04, -0.21, 0.11, 0.10, 0.11, 0.01, 0.08, 0.11, -0.07, -0.18, -0.55, 0.11, 0.10, 0.10, -0.15, -0.17, -0.08, 0.01, -0.09, 0.10, 0.43, 0.06, -0.17, -0.08, 0.10, -0.17, 0.10, 0.09, 0.11, 0.10, -0.21, 0.11, -0.19, -0.42, -0.16, 0.09, -0.23, 0.10, 0.11, 0.10, 0.10, -0.21, -0.21, 0.11, 0.11, 0.11, 0.05, 0.09, 0.63, -0.21, 0.09, -0.09, 0.10, 0.11, 0.07, -0.35, -0.09, 0.73, -0.22, 0.12, -0.08, -0.08, -0.09, 0.11, -0.01, -0.17, -0.09]
}


No. 2
{
  "formula": "C46H55CrN7OP2",
  "method": "ωB97M-V/def2-TZVPD",
  "largest_force_ev_per_a": 1.37,
  "charge": 2,
  "gap_ha": [0.2574, 0.2872],
  "multiplicity": 5,
  "e_homo_ha": [-0.4525, -0.4872],
  "e_lumo_ev": [-5.31, -5.44],
  "s2": 6.02,
  "symbols": ["H", "C", "H", "C", "H", "C", "C", "H", "H", "H", "H", "H", "H", "N", "H", "H", "C", "C", "C", "H", "C", "C", "C", "H", "C", "C", "C", "H", "H", "C", "C", "H", "H", "C", "H", "H", "C", "H", "C", "H", "N", "H", "C", "C", "H", "O", "C", "Cr", "C", "C", "H", "H", "C", "P", "C", "H", "H", "H", "C", "H", "N", "H", "H", "C", "H", "H", "N", "C", "H", "C", "C", "C", "C", "C", "H", "H", "H", "C", "C", "H", "N", "C", "H", "P", "H", "C", "H", "H", "H", "C", "H", "H", "N", "C", "C", "H", "C", "H", "C", "H", "H", "H", "H", "C", "N", "C", "H", "H", "C", "C", "H", "H"],
  "coordinates": [[-5.463, -3.433, -0.855], [7.086, -2.492, -2.635], [2.277, 2.942, 0.567], [4.917, -1.981, -1.754], [-1.543, -2.462, -1.689], [2.597, 1.604, -2.085], [-1.659, 3.207, -3.433], [2.084, -1.958, 2.441], [0.045, 3.346, -0.066], [1.025, -0.360, -3.587], [-5.804, -3.530, 1.846], [3.989, 2.695, 0.201], [0.770, -3.354, -4.414], [1.300, 1.674, -1.844], [-4.333, -3.333, 2.782], [2.905, 3.181, -5.052], [0.108, -0.930, -3.408], [-1.417, -0.011, 4.338], [0.398, -2.230, -2.652], [2.815, 1.385, 4.123], [-1.057, 3.799, -4.594], [1.087, 2.911, -3.920], [3.446, -0.755, 0.144], [1.502, 2.089, 3.167], [-0.782, -1.841, 2.466], [-4.401, -3.223, -0.707], [-0.885, 2.448, -2.539], [1.909, -0.635, 3.599], [-5.076, -1.166, -0.995], [3.338, 1.676, 2.016], [-0.351, 3.230, 0.933], [5.421, 1.236, 1.523], [-3.097, 1.550, -0.329], [-0.695, 4.334, 1.688], [-1.278, -3.356, 3.905], [-5.247, -1.131, 2.661], [3.227, 2.109, -3.226], [-0.569, 5.330, 1.283], [4.803, 1.441, 2.390], [4.929, 0.620, 3.099], [4.743, -0.712, 0.276], [1.615, -3.362, 0.833], [-4.134, -1.718, -0.988], [0.543, 2.328, -2.766], [-1.667, 0.745, 5.070], [-2.112, -0.608, -0.289], [2.837, -1.493, -0.934], [0.078, 0.283, 0.259], [-2.703, 2.027, -1.218], [-0.915, -2.985, -2.405], [-0.545, -2.541, 1.677], [3.525, -1.129, 3.034], [-1.323, 2.827, 3.419], [1.004, -1.776, -0.929], [2.466, 2.766, -4.151], [-2.922, -3.461, 0.839], [-5.770, -1.329, 1.008], [5.174, 2.354, 2.872], [7.685, -1.849, -1.519], [-0.736, -4.002, -2.052], [3.569, -2.075, -1.842], [-3.683, -1.577, -1.962], [-3.642, 3.958, -3.820], [6.922, -1.278, -0.546], [3.521, 3.763, 1.518], [-3.153, -0.467, 1.950], [-0.657, -0.549, 2.154], [3.267, 2.829, 1.009], [-3.864, -3.816, -1.448], [-1.507, -1.356, 4.667], [1.083, -3.427, -0.115], [-1.200, -2.293, 3.706], [-3.549, 2.794, -2.025], [-1.005, 0.352, 3.071], [-0.329, -1.171, -4.382], [-1.459, -3.058, -3.350], [2.899, 3.063, 3.602], [-4.806, -3.086, 1.827], [5.731, -2.565, -2.753], [7.717, -2.937, -3.396], [-0.475, 1.971, 1.374], [-1.203, 4.128, 2.953], [2.242, -2.623, -3.757], [2.384, 0.186, 1.336], [0.718, 4.087, -5.708], [-3.230, -1.043, 0.022], [-1.498, 4.967, 3.573], [4.295, 1.979, -3.351], [0.092, -3.845, 0.054], [-3.026, 3.370, -3.148], [-1.708, 2.636, 4.411], [3.212, 1.121, -1.337], [-1.420, 1.836, -1.461], [2.485, -0.992, 2.744], [-3.984, -3.695, 0.687], [1.554, -4.064, -3.007], [-0.938, 1.774, 2.616], [8.765, -1.813, -1.442], [5.514, -1.323, -0.656], [-1.684, 4.368, -5.271], [-1.822, -1.663, 5.658], [-0.601, -0.304, -2.862], [7.369, -0.786, 0.309], [0.255, 3.645, -4.833], [-3.740, -0.900, 1.258], [-4.969, -1.567, 1.705], [-4.591, 2.914, -1.760], [-4.064, -4.782, 0.736], [2.583, 2.062, 3.300], [1.314, -3.116, -3.494], [1.639, -4.095, -0.770], [5.256, -3.065, -3.590]],
  "atomic_forces_ev_per_a": [[0.04, 0.01, -0.03], [0.14, 0.00, 0.01], [-0.02, 0.01, 0.01], [0.04, 0.00, -0.03], [-0.14, 0.05, 0.08], [0.00, -0.10, 0.14], [-0.07, 0.05, -0.05], [-0.01, -0.01, 0.00], [0.00, -0.05, -0.01], [-0.09, -0.06, 0.01], [0.03, 0.01, 0.02], [-0.04, -0.04, 0.00], [0.01, -0.02, 0.04], [0.04, 0.17, -0.13], [-0.02, 0.00, -0.01], [-0.02, 0.00, 0.05], [0.07, -0.02, 0.00], [-0.18, 0.02, 0.47], [0.01, 0.16, 0.09], [-0.02, -0.02, -0.01], [-0.12, 0.02, 0.01], [0.04, 0.04, -0.11], [-0.20, 0.09, -0.23], [-0.09, 0.03, -0.02], [0.10, -0.01, -0.14], [0.02, 0.05, 0.07], [0.01, -0.08, 0.07], [0.01, -0.02, -0.04], [0.01, 0.01, -0.01], [-0.04, -0.12, -0.09], [0.08, -0.17, -0.11], [0.01, 0.01, -0.02], [0.01, 0.02, -0.01], [0.08, 0.07, -0.19], [0.02, 0.09, -0.05], [-0.02, 0.03, 0.02], [0.09, -0.02, -0.03], [0.00, -0.08, 0.00], [-0.01, 0.01, 0.14], [-0.01, 0.06, -0.05], [0.01, 0.03, 0.05], [-0.01, 0.01, 0.00], [-0.06, -0.04, 0.15], [-0.06, -0.13, 0.19], [0.00, -0.10, -0.01], [-0.03, -0.20, 0.14], [0.04, 0.16, 0.15], [-0.51, 0.38, -1.21], [0.07, -0.07, 0.10], [-0.01, -0.04, -0.09], [0.05, -0.02, -0.02], [0.02, 0.00, 0.02], [-0.12, 0.23, 0.32], [0.41, -0.33, -0.27], [0.00, 0.02, -0.07], [-0.01, -0.03, -0.01], [-0.03, 0.05, -0.04], [-0.05, -0.09, -0.02], [0.09, -0.05, -0.08], [-0.01, 0.04, -0.02], [-0.11, -0.06, 0.01], [0.10, 0.01, -0.13], [0.03, -0.03, 0.04], [0.07, 0.02, 0.04], [0.02, -0.03, -0.04], [0.10, 0.02, 0.04], [-0.35, -0.77, 0.44], [0.01, -0.02, -0.03], [0.01, 0.02, 0.00], [-0.07, 0.21, 0.23], [-0.11, 0.15, 0.04], [0.05, -0.24, -0.20], [-0.08, -0.02, 0.05], [0.06, 0.62, -0.11], [0.03, 0.00, 0.06], [0.01, 0.01, 0.03], [0.02, -0.03, 0.01], [0.06, 0.04, -0.04], [-0.09, -0.02, -0.03], [-0.02, 0.04, 0.07], [0.10, 0.40, -0.03], [-0.13, -0.02, 0.30], [0.00, 0.01, -0.03], [0.87, -0.10, 0.38], [-0.02, -0.04, 0.05], [-0.02, -0.05, -0.08], [0.02, -0.10, -0.02], [-0.07, 0.02, 0.01], [0.00, 0.01, 0.01], [0.07, 0.07, -0.16], [0.01, 0.11, -0.05], [-0.09, -0.01, -0.01], [0.08, 0.09, 0.08], [-0.10, 0.05, -0.03], [-0.04, 0.10, 0.03], [0.02, 0.07, 0.01], [-0.04, -0.34, 0.16], [-0.07, -0.03, -0.04], [0.01, 0.01, 0.00], [0.02, -0.03, 0.04], [0.01, 0.07, -0.04], [0.00, 0.01, 0.00], [-0.07, -0.01, -0.03], [0.14, 0.00, -0.06], [-0.21, -0.10, -0.02], [0.17, -0.06, -0.05], [0.05, -0.02, 0.00], [0.01, -0.01, 0.00], [0.02, 0.07, -0.04], [-0.04, -0.07, -0.03], [0.04, -0.06, -0.02], [0.01, 0.04, 0.07]],
  "mulliken_spin": [0.00, 0.00, 0.00, 0.00, 0.00, 0.04, 0.00, 0.00, -0.01, 0.00, 0.00, 0.00, 0.00, -0.08, 0.00, 0.00, 0.06, 0.00, -0.05, 0.00, 0.00, 0.01, -0.03, -0.01, 0.09, 0.00, 0.02, 0.00, 0.00, -0.01, 0.07, 0.00, 0.00, 0.00, 0.00, 0.00, 0.00, 0.00, 0.00, 0.00, 0.00, 0.00, 0.00, 0.04, 0.00, -0.08, -0.02, 3.73, 0.05, 0.00, -0.03, 0.00, 0.00, 0.10, 0.00, 0.00, 0.00, 0.00, 0.00, 0.00, 0.00, 0.00, 0.00, 0.00, 0.00, 0.00, -0.09, 0.02, 0.00, 0.01, 0.01, 0.00, 0.00, 0.08, 0.00, 0.00, 0.00, 0.00, 0.00, 0.00, -0.14, 0.01, 0.00, 0.02, 0.00, 0.04, 0.00, 0.00, 0.00, 0.00, 0.00, -0.02, 0.05, 0.02, 0.00, 0.00, 0.04, 0.00, 0.00, 0.00, 0.00, 0.02, 0.00, 0.00, 0.01, 0.00, 0.00, 0.00, 0.02, 0.00, 0.00, 0.00]
}